C68H73N5O2P2SSb3Tc | ωB97M-V/def2-TZVPD

Atoms and positions in Å:
Sb (-1.13522, -1.22410, 2.10161)
Sb (1.67899, 1.31591, 2.45092)
Sb (-2.04321, 1.46968, 0.03728)
Tc (0.35699, 0.16670, 0.32250)
S (2.31338, -1.66549, 0.63639)
P (1.26707, 0.86429, -1.94458)
P (-1.21365, -0.51414, -2.82794)
O (1.90973, -1.55546, 2.03444)
O (2.75981, -0.36398, 0.14215)
N (0.95380, -1.95904, -0.18886)
N (-0.72039, -3.45453, 0.33612)
N (1.42211, -4.18193, -0.36068)
N (6.63826, -5.54525, -0.27221)
N (0.50049, -0.21139, -3.08015)
C (-4.35826, 3.85918, 2.96194)
C (-1.90422, -3.20444, -2.48323)
C (2.33512, 0.95499, 5.51711)
C (1.15872, 3.45492, 2.68094)
C (-1.42574, -2.25816, -3.37668)
C (-2.04730, 2.76490, -2.80614)
C (0.30404, -3.78074, 3.22576)
C (-3.63462, 4.36559, -3.62035)
C (5.47990, 1.19062, -3.82094)
C (5.33461, 1.29864, -2.44789)
C (-1.44982, -3.91966, -5.11222)
C (1.24104, 3.95994, 4.10346)
C (-3.86353, 3.44653, -1.41379)
C (-2.18317, 4.28885, 1.29218)
C (1.03872, 4.83260, -1.25648)
C (3.58160, -2.85204, 0.39706)
C (-3.44091, -0.00107, -4.31303)
C (-4.17464, 0.42301, -5.40411)
C (-3.80629, 5.12407, 2.85940)
C (-1.05084, -2.63730, 4.83198)
C (-2.13755, -4.50642, -2.88933)
C (-2.73081, 3.01231, 1.40372)
C (0.53001, -3.23313, -0.07436)
C (1.03313, -5.43568, -0.25348)
C (5.37381, -3.64320, -0.97684)
C (0.05252, -4.68347, 5.43503)
C (-0.54537, -2.73432, 3.54163)
C (1.11476, 5.42498, -2.50486)
C (-4.10786, -0.82170, 1.01861)
C (-4.04094, 0.25925, 5.03126)
C (-3.82525, 2.80710, 2.23225)
C (4.87050, -4.72842, 1.12958)
C (-3.30412, -0.49718, 4.13718)
C (5.65469, -4.66117, -0.04210)
C (2.96362, 0.91058, -2.65376)
C (1.11992, 4.63417, -3.64368)
C (0.99839, 2.65190, -2.29091)
C (-0.75068, -3.60859, 5.77288)
C (-3.63514, 1.54298, 5.35470)
C (-3.81636, 0.18234, -0.08284)
C (3.85114, -3.83111, 1.34654)
C (-0.25856, -5.77782, 0.12701)
C (-2.49729, 3.60189, -3.81184)
C (-1.21885, -2.61875, -4.70905)
C (1.52793, 0.31256, 4.40345)
C (-2.72113, 5.33805, 2.02230)
C (-2.71470, 2.68680, -1.60245)
C (4.69368, 0.45670, 2.53956)
C (-3.03348, -1.87745, 1.18583)
C (-2.16335, 1.22492, -6.44828)
C (1.29582, -1.40809, -3.38833)
C (-1.42623, 0.82386, -5.34757)
C (4.36257, 0.98538, -4.61604)
C (0.98442, 3.45451, -1.15336)
C (4.07900, 1.17371, -1.86932)
C (3.81873, 1.68159, 2.35606)
C (-4.32163, 4.28033, -2.41906)
C (-1.90308, -4.86489, -4.20322)
C (-2.06221, 0.19823, -4.28512)
C (4.34135, -2.76257, -0.76275)
C (-1.10514, -4.72328, 0.41751)
C (1.07306, 3.25502, -3.54376)
C (3.11381, 0.84776, -4.04337)
C (-2.49614, 2.06930, 4.77463)
C (-3.53575, 1.03409, -6.47282)
C (-2.16699, 0.03260, 3.53274)
C (-1.77659, 1.32034, 3.85704)
C (0.59224, -4.76055, 4.16220)
H (-0.88625, -1.88080, -5.42675)
H (2.26345, 0.67088, -4.68347)
H (0.26346, -5.44880, 6.16514)
H (2.23705, 3.82312, 4.51273)
H (-4.10293, 1.36263, -7.32937)
H (1.23841, -5.58420, 3.89348)
H (-4.22999, 5.94012, 3.42481)
H (4.48268, -0.04105, 3.48600)
H (0.77489, -3.83612, 2.25801)
H (-4.26469, 1.82479, 2.32828)
H (4.02814, 2.18147, 1.40806)
H (3.96959, 1.26171, -0.79919)
H (-1.69135, -1.81843, 5.12474)
H (1.04523, 5.44024, -0.36632)
H (0.52550, 3.46274, 4.75221)
H (2.23849, 0.34356, 6.41385)
H (-2.09613, -2.91656, -1.46411)
H (-3.62340, -1.50768, 3.91760)
H (3.99793, 2.39242, 3.16759)
H (0.47318, 0.24645, 4.67607)
H (5.74343, 0.75040, 2.52885)
H (-2.09040, -5.87526, -4.52266)
H (1.31520, -1.57736, -4.46714)
H (3.25411, -3.87079, 2.24482)
H (1.08673, 2.65322, -4.43957)
H (6.19943, 1.48826, -1.82743)
H (-5.20153, 3.68804, 3.61443)
H (-0.91697, 1.77044, 3.36773)
H (-5.21343, 4.86923, -2.26090)
H (0.97003, 2.97349, -0.17475)
H (1.02445, 5.02721, 4.12665)
H (-5.24344, 0.27551, -5.42193)
H (4.11855, -1.98788, -1.48003)
H (1.88635, 3.97843, 2.06004)
H (6.87981, -6.24525, 0.40830)
H (-4.64298, 0.89171, -0.17683)
H (1.18139, 6.49687, -2.59606)
H (-1.14858, -3.51808, 6.77234)
H (-4.21127, 2.12385, 6.05473)
H (3.39505, 1.00604, 5.27577)
H (-2.12420, -4.87399, 0.74907)
H (-1.16138, 2.16875, -2.95172)
H (4.46530, 0.93070, -5.68890)
H (-0.58533, -6.80190, 0.18751)
H (-1.66993, 1.68351, -7.29185)
H (-4.40038, 3.40158, -0.47526)
H (-3.70743, -0.33674, -1.04038)
H (5.98693, -3.55867, -1.85997)
H (-0.35833, 0.97593, -5.32089)
H (-2.79574, -2.30730, 0.21685)
H (1.98096, 1.95242, 5.75945)
H (2.32073, -1.28195, -3.04446)
H (1.18213, 5.10132, -4.61476)
H (-5.03784, -1.33724, 0.74987)
H (7.22097, -5.46864, -1.08842)
H (-4.30051, -0.32540, 1.96885)
H (-4.93116, -0.15515, 5.47884)
H (0.16331, 3.62697, 2.26911)
H (-1.28671, -4.18650, -6.14569)
H (1.79452, -6.17044, -0.48016)
H (-2.29841, 6.32846, 1.93386)
H (5.08768, -5.48982, 1.86265)
H (0.89869, -2.30610, -2.91060)
H (-3.39147, -2.67724, 1.83536)
H (4.54362, -0.26608, 1.73932)
H (-2.51934, -5.23402, -2.19131)
H (-1.95883, 3.65627, -4.74460)
H (1.88626, -0.69772, 4.20507)
H (6.45407, 1.27951, -4.27568)
H (-1.35877, 4.47230, 0.60846)
H (-3.93583, -0.50728, -3.49303)
H (-2.18002, 3.07072, 5.01398)
H (-3.98518, 5.02196, -4.40144)

Calculated values
E_tot	-134443.6795	eV
total charge	+3
expectation value of S²	1.242
frontier orbital gap (spin up / spin down)	4.673 / 4.910	eV
strongest force on any atom	3.8	eV/Å
spin multiplicity	2

Atom charges from the Löwdin analysis, given in e for atoms 1 to 5:
1 Sb 1.50
2 Sb 1.51
3 Sb 1.44
4 Tc 0.61
5 S 0.56

***

C4H4BrClN2 | ωB97M-V/def2-TZVPD

Atoms and positions in Å:
Br (1.42046, 0.78670, -2.88156)
Cl (0.75882, 2.49395, 1.55312)
N (-0.82843, -0.26997, 0.67799)
N (0.38072, 0.28001, -1.51488)
C (-0.80730, -0.15566, -1.57886)
C (0.32990, 0.11791, 0.72642)
C (1.40999, 0.86990, 1.23289)
C (-1.48683, -0.51139, -0.44992)
H (-2.41595, -0.97867, -0.49382)
H (1.83518, 0.28464, 2.04840)
H (-1.33963, -0.24038, -2.56399)
H (2.02316, 0.98212, 0.43594)

Calculated values
E_tot	-89751.8815	eV
relative energy (zero: lowest compared OMol25 entry of this formula, charge and spin)	17.20	kcal/mol
total charge	0
expectation value of S²	2.030
frontier orbital gap (spin up / spin down)	6.386 / 7.926	eV
strongest force on any atom	5.1	eV/Å
spin multiplicity	3

Atom charges from the Löwdin analysis, given in e for atoms 1 to 5:
1 Br 0.70
2 Cl 0.58
3 N 0.08
4 N -0.52
5 C -0.31